(1)
{
  "formula": "C2ClFO2S",
  "method": "ωB97M-V with the def2-TZVPD basis set",
  "symbols": ["C", "C", "O", "O", "F", "S", "Cl"],
  "positions_angstrom": [[0.9130, 0.0164, 0.5892], [1.2529, -0.1948, 1.7278], [-1.5173, 1.3591, -1.2785], [-1.6638, -0.9645, -0.4836], [-0.2252, -0.3774, -2.4713], [-0.9367, 0.0851, -1.1109], [2.1771, 0.0760, 3.0273]],
  "charge": 0,
  "e_lumo_ev": [-2.96, -2.96],
  "orbital_gap_ev": [7.3, 7.3]
}

=====

(2)
{
  "formula": "C44H62BF10N2O13PS7",
  "method": "ωB97M-V with the def2-TZVPD basis set",
  "symbols": ["C", "C", "C", "C", "C", "B", "O", "O", "C", "C", "F", "F", "C", "C", "C", "C", "C", "C", "F", "F", "F", "C", "C", "P", "N", "C", "C", "C", "O", "C", "C", "O", "N", "O", "C", "C", "F", "F", "C", "C", "C", "C", "C", "C", "F", "F", "F", "C", "C", "O", "H", "H", "H", "H", "H", "H", "H", "H", "H", "H", "H", "H", "H", "H", "H", "H", "H", "H", "H", "H", "C", "S", "O", "C", "H", "H", "H", "H", "H", "H", "C", "S", "O", "C", "H", "H", "H", "H", "H", "H", "C", "S", "O", "C", "H", "H", "H", "H", "H", "H", "C", "S", "O", "C", "H", "H", "H", "H", "H", "H", "C", "S", "O", "C", "H", "H", "H", "H", "H", "H", "C", "S", "O", "C", "H", "H", "H", "H", "H", "H", "C", "S", "O", "C", "H", "H", "H", "H", "H", "H"],
  "positions_angstrom": [[1.9916, 3.4286, 0.5293], [2.1902, 3.4581, -0.8774], [1.0342, 2.9397, -1.8125], [-0.0927, 2.1920, -1.0041], [0.1113, 0.7953, -0.5395], [1.5556, 0.1867, -0.9405], [2.6518, 0.1899, -0.0691], [1.6832, -0.4053, -2.2145], [-0.9372, 0.0398, 0.1863], [-0.6632, -1.4069, 0.6427], [0.5504, -1.5559, 1.3385], [-1.6072, -1.9932, 1.4697], [-0.6034, -2.3221, -0.6572], [-1.6299, -2.0914, -1.6717], [-1.6038, -2.9703, -2.8595], [-0.5572, -3.9758, -2.9466], [0.4749, -4.1836, -1.9212], [1.5691, -5.2708, -2.0778], [1.0670, -6.5299, -1.9081], [2.1181, -5.1559, -3.3495], [2.6061, -5.0159, -1.2028], [0.4388, -3.3390, -0.7254], [-2.2151, 0.7814, 0.4057], [-3.6987, -0.0066, 1.2418], [-3.5075, 0.1033, 2.8117], [-2.3984, 2.1789, -0.0225], [-1.3322, 2.9099, -0.7330], [-1.6376, 4.3914, -1.1644], [-0.8510, 5.2940, -1.0879], [-3.1327, 4.5843, -1.6497], [-3.3658, 5.5542, -2.8459], [-2.1376, 5.8734, -3.5773], [-2.1048, 4.9373, -4.6039], [-1.2545, 5.1882, -5.3732], [-4.1174, 3.8984, -1.0005], [-5.6216, 3.9985, -1.4596], [-6.1695, 5.2275, -1.0922], [-5.7480, 3.7607, -2.8407], [-6.5059, 2.8725, -0.7904], [-6.4505, 1.5640, -1.4804], [-7.2154, 0.4050, -1.0318], [-8.0655, 0.6084, 0.1643], [-8.0887, 1.9020, 0.8622], [-9.0372, 1.9619, 2.1102], [-10.2393, 1.3890, 1.7043], [-8.4989, 1.1536, 3.0853], [-9.2391, 3.2421, 2.5336], [-7.3037, 3.0687, 0.4058], [-3.7170, 2.9955, 0.2303], [-4.3255, 2.9871, 1.2662], [1.6647, 4.3518, 1.0771], [2.1795, 2.4421, 1.0260], [3.1387, 3.8799, -1.3123], [0.6319, 3.8671, -2.3146], [1.4205, 2.3043, -2.6736], [3.4027, -0.1272, -0.6064], [0.9888, -0.0730, -2.8100], [-2.4039, -1.3000, -1.5146], [-2.3839, -2.8075, -3.6344], [-0.5247, -4.6358, -3.8466], [1.1709, -3.4681, 0.0992], [-3.8266, -1.3663, 0.7901], [-4.8770, 0.6687, 0.7656], [-2.5998, 0.5495, 2.9946], [-4.0913, 5.1947, -3.6130], [-3.7304, 6.5468, -2.4501], [-5.8081, 1.4260, -2.3896], [-7.1682, -0.5506, -1.5963], [-8.6777, -0.2647, 0.4912], [-7.3214, 4.0420, 0.9457], [7.0656, 3.1592, -0.8980], [6.0537, 2.0904, -1.9373], [4.6402, 2.2459, -1.4879], [6.6644, 0.5352, -1.2603], [6.8165, 4.1949, -1.1267], [6.8577, 2.9599, 0.1549], [8.1205, 2.9841, -1.1145], [6.4826, 0.5013, -0.1848], [7.7315, 0.4431, -1.4651], [6.1318, -0.2836, -1.7444], [4.9481, 2.5486, 5.1323], [4.1746, 2.0776, 3.5743], [4.4676, 3.1537, 2.5871], [2.4742, 2.3047, 4.1316], [6.0307, 2.5159, 5.0044], [4.6466, 3.5608, 5.4072], [4.6546, 1.8438, 5.9125], [2.3272, 3.3321, 4.4680], [2.2614, 1.6081, 4.9435], [1.8069, 2.0987, 3.2948], [3.4841, -7.9872, 0.1403], [3.0653, -9.4798, 1.0604], [4.0145, -9.5788, 2.2065], [3.6190, -10.6399, -0.2008], [3.2537, -7.1230, 0.7626], [4.5477, -7.9855, -0.1029], [2.8895, -7.9434, -0.7726], [4.6747, -10.4730, -0.4226], [3.0210, -10.5121, -1.1019], [3.4854, -11.6513, 0.1775], [2.5431, 1.3294, -6.9799], [1.1271, 0.2187, -7.0850], [-0.0375, 0.9217, -6.4767], [1.7292, -0.9683, -5.8713], [2.3620, 2.1788, -7.6377], [2.6636, 1.6834, -5.9548], [3.4424, 0.8048, -7.3055], [1.8994, -0.4686, -4.9167], [2.6548, -1.4207, -6.2291], [0.9746, -1.7444, -5.7440], [9.1682, 5.8442, 4.1211], [9.0700, 4.1880, 4.8253], [7.9019, 3.5074, 4.1991], [8.5661, 4.7139, 6.4746], [9.4345, 5.7539, 3.0686], [8.2027, 6.3442, 4.2095], [9.9379, 6.4159, 4.6413], [7.6383, 5.2848, 6.4157], [9.3548, 5.3216, 6.9197], [8.4067, 3.8254, 7.0849], [-10.8474, 7.8663, 4.5755], [-9.1224, 7.5441, 4.9900], [-8.3337, 8.7358, 4.5727], [-8.8676, 6.2658, 3.7447], [-11.2085, 8.6719, 5.2139], [-10.9291, 8.1673, 3.5301], [-11.4395, 6.9682, 4.7565], [-9.0736, 6.6674, 2.7513], [-9.5231, 5.4194, 3.9517], [-7.8293, 5.9386, 3.7945], [0.8439, -14.3671, 0.4170], [2.2584, -14.0848, -0.6636], [2.0201, -12.8014, -1.3840], [1.8879, -15.4235, -1.8123], [0.8528, -13.6083, 1.1989], [-0.0822, -14.2891, -0.1543], [0.9243, -15.3555, 0.8713], [0.8966, -15.2792, -2.2438], [1.9347, -16.3778, -1.2863], [2.6339, -15.4114, -2.6062]],
  "charge": 0,
  "e_lumo_ev": -1.32,
  "orbital_gap_ev": 5.3
}

=====

(3)
{
  "formula": "C3H4F2IN",
  "method": "ωB97M-V with the def2-TZVPD basis set",
  "symbols": ["C", "C", "C", "N", "F", "F", "I", "H", "H", "H", "H"],
  "positions_angstrom": [[0.1349, -0.1024, 0.0988], [-0.9710, 0.5666, -0.7783], [0.9646, -0.9557, -0.4763], [0.0613, 0.0573, 1.4392], [0.9470, -1.2734, -1.7887], [1.7831, -1.8125, 0.1464], [0.0104, 1.9067, 2.4991], [-0.5102, 1.3550, -1.3867], [-1.2580, -0.1178, -1.5457], [-1.7582, 0.9850, -0.1770], [0.5961, -0.6089, 1.9693]],
  "charge": 0,
  "s2": 2.029,
  "multiplicity": 3,
  "e_lumo_ev": [0.64, -2.36],
  "orbital_gap_ev": [7.3, 6.5]
}

=====

(4)
{
  "formula": "C2H3N2O",
  "method": "ωB97M-V with the def2-TZVPD basis set",
  "symbols": ["N", "C", "C", "N", "O", "H", "H", "H"],
  "positions_angstrom": [[2.1384, 0.7878, -0.0461], [1.0094, 0.7803, 0.0595], [-0.4628, 0.5077, 0.1348], [-0.4376, -0.9015, -0.0916], [0.5180, -1.5652, 0.1469], [-0.6557, 0.7332, 1.2226], [-0.9060, 1.0981, -0.7285], [-1.2037, -1.4405, -0.6975]],
  "charge": 1,
  "e_lumo_ev": -8.97,
  "orbital_gap_ev": 8.5
}

=====

(5)
{
  "formula": "C37H43BF4N5O5Si2V",
  "method": "ωB97M-V with the def2-TZVPD basis set",
  "symbols": ["V", "C", "O", "C", "C", "C", "C", "C", "C", "N", "C", "N", "C", "C", "C", "C", "C", "C", "O", "C", "N", "C", "C", "C", "C", "C", "C", "O", "C", "H", "H", "H", "H", "H", "H", "H", "H", "H", "H", "H", "H", "H", "H", "H", "H", "H", "H", "H", "H", "H", "H", "C", "Si", "C", "C", "C", "C", "C", "C", "C", "Si", "C", "C", "H", "H", "H", "H", "H", "H", "H", "H", "H", "H", "H", "H", "H", "H", "H", "H", "C", "N", "C", "C", "C", "O", "N", "C", "O", "H", "H", "H", "H", "H", "F", "B", "F", "F", "F"],
  "positions_angstrom": [[0.7565, -0.7946, -0.7685], [-3.4836, 4.8832, -0.2182], [-4.0940, 4.5070, 1.0060], [-3.2316, 4.2910, 2.0726], [-3.4535, 5.0287, 3.2344], [-2.6337, 4.8529, 4.3419], [-1.5867, 3.9535, 4.2812], [-1.3677, 3.2006, 3.1351], [-2.1930, 3.3479, 2.0116], [-2.0647, 2.5647, 0.8728], [-1.0095, 1.6822, 0.5530], [0.1988, 2.2353, 0.7442], [1.5210, 1.7497, 0.7572], [1.9622, 0.5428, 0.1762], [3.3558, 0.3477, 0.2968], [4.2182, 1.2060, 0.9452], [3.7421, 2.3724, 1.5285], [2.3932, 2.6413, 1.4109], [1.8374, 3.8329, 1.9226], [2.1199, 4.1024, 3.2668], [-1.2393, 0.5057, 0.0980], [-2.5612, 0.1157, -0.1579], [-3.0616, 0.4128, -1.4284], [-4.3427, 0.0883, -1.8175], [-5.1769, -0.5694, -0.9306], [-4.7055, -0.8828, 0.3290], [-3.4184, -0.5391, 0.7450], [-3.1424, -0.9223, 2.0319], [-2.0969, -0.3030, 2.7482], [-4.1266, 5.6408, -0.6733], [-3.3918, 4.0378, -0.9051], [-2.4925, 5.3091, -0.0513], [-4.2762, 5.7305, 3.2514], [-2.8126, 5.4261, 5.2411], [-0.9398, 3.8096, 5.1365], [-0.5829, 2.4619, 3.1273], [-2.9352, 2.3475, 0.4036], [0.1635, 3.1826, 1.1077], [3.7868, -0.5335, -0.1536], [5.2766, 0.9783, 0.9966], [4.4019, 3.0477, 2.0571], [3.1526, 4.4403, 3.4091], [1.9493, 3.2261, 3.9019], [1.4369, 4.8989, 3.5630], [-2.3989, 0.8965, -2.1234], [-4.6797, 0.3493, -2.8092], [-6.1866, -0.8351, -1.2146], [-5.3289, -1.3997, 1.0444], [-2.0503, -0.8299, 3.7012], [-2.3278, 0.7557, 2.9191], [-1.1310, -0.4111, 2.2505], [2.6905, -2.8356, 1.7475], [2.0954, -2.7428, -0.0989], [1.4706, -4.5631, -0.4470], [3.7637, -2.7458, -1.0873], [4.8752, -3.4732, -0.6865], [6.0905, -3.3617, -1.3431], [6.1993, -2.5140, -2.4310], [5.0865, -1.8049, -2.8565], [3.8667, -1.9038, -2.2002], [2.2529, -0.9435, -2.6970], [2.8970, 0.6847, -3.5271], [1.6587, -2.0810, -4.1629], [3.1858, -3.7765, 1.9718], [1.8362, -2.7467, 2.4084], [3.3762, -2.0274, 1.9820], [2.2912, -5.2768, -0.4909], [0.9382, -4.6109, -1.3934], [0.7860, -4.8831, 0.3332], [4.7939, -4.1335, 0.1673], [6.9539, -3.9270, -1.0054], [7.1519, -2.4052, -2.9410], [5.1798, -1.1503, -3.7133], [3.5257, 0.4890, -4.3917], [3.4566, 1.2946, -2.8226], [2.0457, 1.2621, -3.8638], [2.4763, -2.3844, -4.8148], [0.9245, -1.5545, -4.7622], [1.1935, -2.9809, -3.7678], [-3.1536, -3.3753, -1.7707], [-2.4101, -3.3043, -0.5379], [-2.8753, -3.8899, 0.5951], [-2.1994, -3.8097, 1.7508], [-0.9904, -2.9870, 1.8218], [-0.3734, -2.8414, 2.8780], [-0.5993, -2.3832, 0.6708], [-1.2189, -2.5466, -0.4838], [-0.7988, -2.0851, -1.5474], [-3.1443, -4.3927, -2.1748], [-2.6756, -2.7005, -2.4816], [-4.1881, -3.0620, -1.6085], [-3.8127, -4.4283, 0.4931], [-2.5582, -4.2581, 2.6630], [-0.7612, 2.6155, -4.0733], [-0.7583, 1.2299, -4.1524], [-0.3148, 0.7163, -2.9179], [-2.0495, 0.7960, -4.4227], [0.0702, 0.8202, -5.1751]],
  "charge": -2,
  "s2": 2.065,
  "multiplicity": 3,
  "e_lumo_ev": [3.90, 3.90],
  "orbital_gap_ev": [5.9, 5.4]
}

=====

(6)
{
  "formula": "C4H7FN2",
  "method": "ωB97M-V with the def2-TZVPD basis set",
  "symbols": ["C", "C", "C", "C", "N", "N", "F", "H", "H", "H", "H", "H", "H", "H"],
  "positions_angstrom": [[0.9255, 1.6822, 0.0154], [-0.8694, 0.5828, 0.7688], [1.0602, 0.2583, -0.4531], [-0.5121, -1.6590, -0.1227], [-0.0764, 1.8376, 0.7705], [0.1042, -0.4434, 0.4591], [2.2627, -0.2514, -0.4305], [1.5540, 2.4815, -0.2248], [-1.2466, 0.3076, 1.7693], [-1.8743, 0.6527, 0.2220], [0.3743, 0.2671, -1.8392], [-0.9023, -1.2600, -1.1567], [0.3734, -2.2590, -0.3244], [-1.1735, -2.1971, 0.5461]],
  "charge": 0,
  "e_lumo_ev": 0.93,
  "orbital_gap_ev": 10.2
}